[1]
Formula: C19H35NOPS2
Source: the OMol25 dataset
Level of theory: ωB97M-V/def2-TZVPD

Each line ends with the Mulliken charge.
Cartesian coordinates (Å):
1 C -1.761 -3.392 -2.023  -1.317
2 C -1.220 -1.958 -2.164  -0.059
3 C -2.284 -0.889 -1.948  -0.690
4 C -2.949 -0.932 -0.569  -1.347
5 N -2.441 0.058 0.412  0.769
6 C -2.579 1.457 -0.057  -1.372
7 C -1.298 2.160 -0.514  -0.424
8 C -0.243 2.448 0.576  -0.753
9 C 1.148 1.848 0.289  -0.943
10 P 1.212 -0.080 0.304  0.649
11 C 2.620 -0.132 -1.051  -1.026
12 O 3.889 0.325 -0.531  -0.250
13 C 4.546 1.323 -1.131  0.653
14 C 4.012 2.269 -2.006  -0.145
15 C 4.793 3.298 -2.540  -0.736
16 C 6.137 3.416 -2.208  -0.499
17 C 6.682 2.463 -1.352  -0.316
18 C 5.908 1.436 -0.821  -0.453
19 C -2.946 -0.132 1.679  -0.058
20 S -2.477 0.744 2.987  -0.281
21 S -4.185 -1.405 1.878  -0.062
22 C -4.155 -1.774 3.627  -0.774
23 C -3.041 -2.744 4.107  -0.333
24 C -1.785 -2.835 3.254  -1.067
25 H -2.814 -3.455 -2.286  0.276
26 H -1.643 -3.714 -0.989  0.316
27 H -1.171 -4.084 -2.617  0.408
28 H -0.863 -1.846 -3.189  0.484
29 H -0.364 -1.839 -1.507  -0.116
30 H -1.868 0.083 -2.196  0.332
31 H -3.067 -1.079 -2.686  0.449
32 H -4.023 -0.791 -0.709  0.423
33 H -2.754 -1.912 -0.156  0.577
34 H -3.269 1.459 -0.905  0.286
35 H -3.025 2.070 0.719  0.719
36 H -1.641 3.115 -0.922  0.401
37 H -0.824 1.647 -1.343  0.216
38 H -0.088 3.532 0.568  0.439
39 H -0.597 2.200 1.572  0.325
40 H 1.821 2.225 1.064  0.391
41 H 1.467 2.291 -0.660  0.156
42 H 0.237 -0.112 -0.804  -0.675
43 H 1.195 -1.571 0.352  0.091
44 H 2.226 -0.071 1.372  0.015
45 H 0.126 -0.088 1.289  -0.352
46 H 2.754 -1.195 -1.267  0.340
47 H 2.324 0.347 -1.984  0.377
48 H 2.972 2.219 -2.288  0.235
49 H 4.308 4.000 -3.201  0.345
50 H 6.719 4.230 -2.609  0.366
51 H 7.725 2.552 -1.085  0.340
52 H 6.387 0.727 -0.162  0.378
53 H -5.121 -2.242 3.812  0.428
54 H -4.137 -0.862 4.212  0.442
55 H -3.484 -3.738 4.155  0.275
56 H -2.761 -2.464 5.120  0.253
57 H -1.277 -1.883 3.139  0.255
58 H -1.985 -3.222 2.258  0.209
59 H -1.072 -3.502 3.736  0.429

* HOMO-LUMO gap: 5.9 eV
* HOMO: -3.5 eV
* multiplicity: 1
* net charge: -1
* lowest unoccupied orbital energy: 2.443 eV
* E_tot: -2012.5540 Ha

[2]
Formula: CH3NO4S
Source: the OMol25 dataset
Level of theory: ωB97M-V/def2-TZVPD

Each line ends with the Mulliken charge.
Cartesian coordinates (Å):
1 C 0.089 -0.686 -0.906  -0.894
2 N -3.350 0.665 0.115  1.060
3 O -2.449 -0.187 -0.359  -0.387
4 O -4.330 0.801 -0.582  -0.510
5 O -1.367 -2.602 -0.029  -0.457
6 O -3.058 1.291 1.107  -0.552
7 S -1.030 -1.234 0.394  0.668
8 H 0.871 -1.316 -0.876  0.425
9 H 0.520 0.307 -0.632  0.329
10 H -0.343 -0.897 -1.861  0.316

* HOMO-LUMO gap: 9.9 eV
* HOMO: -10.9 eV
* energy relative to the best compared isomer or geometry (same formula, charge and spin): 335.73 kJ/mol
* multiplicity: 1
* net charge: 0
* lowest unoccupied orbital energy: -0.949 eV
* E_tot: -793.6068 Ha

[3]
Formula: C46H40MoN3O7S3
Source: the OMol25 dataset
Level of theory: ωB97M-V/def2-TZVPD

Each line ends with the Mulliken charge.
Cartesian coordinates (Å):
1 Mo -0.166 -1.105 0.878  -1.573
2 C 1.269 -3.887 -0.964  -0.809
3 C 1.440 -3.834 0.514  0.175
4 N 0.918 -2.917 1.330  1.849
5 C 1.090 -3.248 2.664  -1.248
6 C 1.800 -4.378 2.868  -0.366
7 S 2.225 -5.072 1.362  -0.083
8 C 0.356 -2.400 3.581  -0.405
9 C 0.250 -2.458 4.924  -0.278
10 S -0.892 -1.309 5.467  -0.055
11 C -1.181 -0.771 3.896  0.192
12 N -0.455 -1.431 2.981  1.062
13 C -2.197 0.282 3.651  -1.058
14 H 0.989 -2.927 -1.388  -0.252
15 H 0.488 -4.616 -1.197  0.408
16 H 2.183 -4.223 -1.451  0.586
17 H 2.069 -4.847 3.801  0.524
18 H 0.756 -3.121 5.606  0.538
19 H -2.476 0.759 4.589  0.698
20 H -3.097 -0.163 3.220  0.194
21 H -1.833 1.052 2.977  0.250
22 C -1.414 2.530 -3.474  -1.431
23 C -0.198 3.007 -2.713  0.987
24 C 0.418 4.267 -3.265  -1.585
25 O 0.819 1.996 -2.663  -0.468
26 C 0.549 1.213 -1.534  0.464
27 C 0.169 2.324 -0.516  0.340
28 O -0.562 3.192 -1.330  -0.303
29 C -0.670 1.981 0.782  1.195
30 O -0.873 0.499 0.797  0.931
31 C -2.058 2.613 0.803  0.766
32 C -2.186 4.000 0.713  -0.426
33 C -3.435 4.594 0.764  -1.247
34 C -4.579 3.815 0.877  -0.809
35 C -4.462 2.437 0.920  -1.570
36 C -3.210 1.839 0.882  -0.200
37 C 0.181 2.236 2.033  -0.189
38 C 0.150 3.466 2.689  -0.290
39 C 0.980 3.712 3.773  -1.110
40 C 1.853 2.740 4.237  -0.900
41 C 1.894 1.508 3.604  -0.614
42 C 1.068 1.283 2.516  0.271
43 C 1.755 0.297 -1.258  1.273
44 O 1.073 -0.774 -0.300  0.610
45 C 2.208 -0.564 -2.407  0.382
46 C 1.716 -0.416 -3.702  -0.638
47 C 2.227 -1.196 -4.730  -1.076
48 C 3.217 -2.132 -4.481  -0.717
49 C 3.705 -2.294 -3.187  -0.768
50 C 3.209 -1.515 -2.162  -0.503
51 C 2.891 0.919 -0.480  0.712
52 C 3.396 2.132 -0.948  -0.744
53 C 4.498 2.707 -0.332  -1.015
54 C 5.111 2.078 0.742  -0.876
55 C 4.622 0.864 1.198  -1.194
56 C 3.519 0.285 0.588  0.296
57 H -1.154 2.348 -4.516  0.413
58 H -2.187 3.296 -3.438  0.502
59 H -1.822 1.618 -3.035  0.052
60 H 0.786 4.089 -4.275  0.412
61 H 1.246 4.590 -2.635  0.369
62 H -0.329 5.057 -3.303  0.371
63 H -0.323 0.572 -1.711  -0.299
64 H 1.077 2.816 -0.153  0.760
65 H -1.321 4.627 0.552  0.515
66 H -3.514 5.670 0.695  0.482
67 H -5.553 4.282 0.911  0.470
68 H -5.348 1.818 0.973  0.522
69 H -3.157 0.760 0.882  0.724
70 H -0.531 4.239 2.374  0.698
71 H 0.935 4.676 4.261  0.500
72 H 2.496 2.941 5.084  0.526
73 H 2.572 0.735 3.943  0.602
74 H 1.146 0.287 2.067  0.367
75 H 0.949 0.311 -3.923  0.606
76 H 1.849 -1.059 -5.734  0.507
77 H 3.620 -2.725 -5.291  0.472
78 H 4.493 -3.009 -2.989  0.548
79 H 3.630 -1.622 -1.171  0.556
80 H 2.950 2.610 -1.809  0.717
81 H 4.886 3.645 -0.705  0.529
82 H 5.975 2.527 1.212  0.468
83 H 5.108 0.359 2.022  0.525
84 H 3.166 -0.676 0.949  0.397
85 O -1.741 -3.893 1.629  -0.514
86 C -2.087 -3.429 0.588  0.229
87 N -1.590 -2.111 0.138  0.699
88 S -2.220 -1.715 -1.465  0.677
89 O -1.087 -1.741 -2.332  -0.489
90 O -2.984 -0.525 -1.319  -0.529
91 C -3.180 -3.169 -1.547  0.816
92 C -3.998 -3.528 -2.597  -0.768
93 C -4.663 -4.747 -2.484  -0.736
94 C -4.504 -5.557 -1.362  -0.590
95 C -3.675 -5.176 -0.315  -0.665
96 C -3.007 -3.964 -0.421  -0.449
97 H -4.126 -2.897 -3.466  0.583
98 H -5.316 -5.067 -3.284  0.469
99 H -5.037 -6.496 -1.306  0.473
100 H -3.552 -5.795 0.563  0.574

* HOMO-LUMO gap: 4.4 eV
* HOMO: -15.9 eV
* energy relative to the best compared isomer or geometry (same formula, charge and spin): 134.63 kJ/mol
* multiplicity: 1
* net charge: +3
* lowest unoccupied orbital energy: -11.442 eV
* E_tot: -3729.6821 Ha

[4]
Formula: C3H3N3O
Source: the OMol25 dataset
Level of theory: ωB97M-V/def2-TZVPD

Each line ends with the Mulliken charge.
Cartesian coordinates (Å):
1 C -0.804 -0.201 0.173  0.679
2 C -0.058 0.930 0.084  -0.278
3 C 1.285 0.659 -0.057  -0.182
4 H -2.397 -1.071 -0.202  0.344
5 H -0.458 1.901 0.243  0.382
6 H 2.052 1.464 -0.232  0.361
7 N 1.786 -0.522 -0.013  -0.205
8 N 1.011 -1.531 0.061  -0.443
9 N -0.282 -1.427 0.015  -0.174
10 O -2.136 -0.201 -0.071  -0.483

* HOMO-LUMO gap: 9.8 eV
* HOMO: -9.7 eV
* energy relative to the best compared isomer or geometry (same formula, charge and spin): 233.07 kJ/mol
* SMILES: Oc1ccnnn1
* multiplicity: 1
* net charge: 0
* lowest unoccupied orbital energy: 0.087 eV
* E_tot: -355.5511 Ha